Entry 1
Here is a single C22H28N2O3 molecule from OMol25. Energies are from ωB97M-V with the def2-TZVPD basis set.

* SMILES string: Cn1c(=O)cc(OCCCC(=O)NCCC2=CCCCC2)c2ccccc21

Each line ends with the Löwdin charge.
Element x y z (Å)
1 C -1.393 -3.322 2.007  -0.024
2 N -1.750 -2.246 1.107  -0.010
3 C -0.927 -2.058 -0.002  -0.425
4 O 0.027 -2.799 -0.189  0.027
5 C -1.268 -0.970 -0.880  0.083
6 C -2.372 -0.204 -0.698  -0.204
7 O -2.814 0.793 -1.490  -0.029
8 C -2.133 1.173 -2.676  -0.163
9 C -1.423 2.516 -2.489  -0.140
10 C -0.226 2.441 -1.537  -0.094
11 C 0.957 1.699 -2.146  -0.485
12 O 0.842 0.678 -2.791  0.054
13 N 2.152 2.283 -1.913  0.060
14 C 3.411 1.652 -2.229  -0.169
15 C 4.243 1.383 -0.966  -0.143
16 C 3.541 0.436 -0.027  -0.252
17 C 3.627 -0.879 -0.176  -0.044
18 C 2.942 -1.880 0.695  -0.184
19 C 2.404 -1.247 1.975  -0.191
20 C 1.707 0.064 1.633  -0.190
21 C 2.729 1.053 1.081  -0.158
22 C -3.213 -0.447 0.455  -0.071
23 C -4.354 0.323 0.699  -0.010
24 C -5.139 0.092 1.803  -0.086
25 C -4.790 -0.922 2.689  -0.079
26 C -3.672 -1.695 2.469  -0.017
27 C -2.859 -1.478 1.348  -0.144
28 H -2.190 -4.064 2.063  0.099
29 H -1.176 -2.936 3.005  0.097
30 H -0.497 -3.788 1.597  0.088
31 H -0.574 -0.829 -1.695  0.107
32 H -1.423 0.415 -3.005  0.107
33 H -2.913 1.285 -3.437  0.132
34 H -1.090 2.864 -3.468  0.124
35 H -2.145 3.234 -2.093  0.117
36 H -0.518 1.907 -0.629  0.120
37 H 0.073 3.452 -1.252  0.113
38 H 2.197 3.124 -1.359  0.135
39 H 3.170 0.711 -2.727  0.121
40 H 3.976 2.290 -2.919  0.118
41 H 5.197 0.957 -1.282  0.114
42 H 4.445 2.332 -0.460  0.112
43 H 4.212 -1.288 -0.989  0.115
44 H 3.632 -2.693 0.934  0.112
45 H 2.111 -2.317 0.132  0.089
46 H 1.707 -1.932 2.460  0.101
47 H 3.224 -1.049 2.669  0.115
48 H 1.217 0.485 2.515  0.111
49 H 0.944 -0.128 0.876  0.101
50 H 2.219 1.950 0.718  0.098
51 H 3.405 1.371 1.883  0.123
52 H -4.601 1.103 -0.003  0.116
53 H -6.019 0.690 1.983  0.101
54 H -5.401 -1.110 3.559  0.104
55 H -3.429 -2.473 3.173  0.098

Entry 2
Here is a single C22H28N2O3 molecule from OMol25. Energies are from ωB97M-V with the def2-TZVPD basis set.

* SMILES string: CCCCOc1ccc(C(=O)Nc2ccc(CN3CCOCC3)cc2)cc1

Each line ends with the Löwdin charge.
Element x y z (Å)
1 C -7.293 -1.980 -1.337  -0.110
2 C -6.970 -2.641 -0.001  -0.260
3 C -5.692 -2.102 0.641  -0.187
4 C -4.427 -2.531 -0.106  -0.199
5 O -3.249 -2.065 0.522  -0.037
6 C -2.882 -0.766 0.390  -0.258
7 C -1.766 -0.380 1.139  0.015
8 C -1.279 0.905 1.070  -0.028
9 C -1.896 1.847 0.247  -0.175
10 C -1.455 3.263 0.201  -0.437
11 O -2.240 4.192 0.224  0.076
12 N -0.109 3.510 0.193  0.135
13 C 0.967 2.662 -0.079  -0.258
14 C 2.197 2.932 0.513  -0.019
15 C 3.288 2.120 0.263  -0.037
16 C 3.181 1.031 -0.589  -0.230
17 C 4.356 0.135 -0.871  -0.160
18 N 3.962 -1.261 -0.764  -0.170
19 C 3.585 -1.669 0.580  -0.151
20 C 4.799 -1.924 1.484  -0.190
21 O 5.680 -2.866 0.909  -0.135
22 C 6.114 -2.445 -0.368  -0.195
23 C 4.921 -2.208 -1.304  -0.162
24 C 1.957 0.781 -1.201  -0.017
25 C 0.862 1.586 -0.959  -0.012
26 C -3.022 1.471 -0.474  -0.007
27 C -3.509 0.179 -0.419  -0.006
28 H -8.251 -2.336 -1.709  0.069
29 H -6.537 -2.209 -2.084  0.064
30 H -7.353 -0.900 -1.223  0.074
31 H -6.878 -3.720 -0.140  0.107
32 H -7.799 -2.464 0.686  0.106
33 H -5.737 -1.012 0.689  0.109
34 H -5.615 -2.473 1.666  0.119
35 H -4.454 -2.211 -1.154  0.114
36 H -4.337 -3.621 -0.083  0.134
37 H -1.300 -1.117 1.774  0.120
38 H -0.426 1.185 1.670  0.123
39 H 0.125 4.482 0.361  0.157
40 H 2.293 3.777 1.179  0.112
41 H 4.233 2.341 0.740  0.111
42 H 4.686 0.296 -1.904  0.132
43 H 5.193 0.412 -0.208  0.114
44 H 2.942 -0.904 1.018  0.120
45 H 3.014 -2.598 0.488  0.128
46 H 4.486 -2.347 2.440  0.125
47 H 5.336 -0.980 1.673  0.120
48 H 6.753 -3.243 -0.749  0.124
49 H 6.711 -1.524 -0.275  0.120
50 H 5.271 -1.856 -2.277  0.120
51 H 4.393 -3.157 -1.442  0.125
52 H 1.874 -0.059 -1.872  0.119
53 H -0.074 1.388 -1.457  0.118
54 H -3.515 2.208 -1.090  0.124
55 H -4.378 -0.073 -1.006  0.104

Entry 3
Here is a single C22H28N2O3 molecule from OMol25. Energies are from ωB97M-V with the def2-TZVPD basis set.

* SMILES string: COc1ccccc1OCC(=O)N1CCC[C@H](Nc2ccc(C)c(C)c2)C1

Each line ends with the Löwdin charge.
Element x y z (Å)
1 C -0.130 3.346 3.688  -0.079
2 O 0.386 2.062 3.443  -0.081
3 C 0.587 1.235 4.507  -0.192
4 C 0.331 1.566 5.832  -0.017
5 C 0.569 0.652 6.845  -0.086
6 C 1.069 -0.602 6.556  -0.088
7 C 1.327 -0.945 5.240  -0.005
8 C 1.095 -0.043 4.218  -0.197
9 O 1.386 -0.384 2.907  -0.052
10 C 0.416 -1.224 2.307  -0.087
11 C -0.892 -0.489 1.984  -0.432
12 O -1.944 -0.860 2.477  0.064
13 N -0.814 0.561 1.147  -0.049
14 C -2.017 1.281 0.782  -0.133
15 C -2.287 1.128 -0.714  -0.154
16 C -1.071 1.578 -1.521  -0.140
17 C 0.194 0.835 -1.054  -0.300
18 N 0.152 -0.582 -1.330  0.057
19 C 0.157 -1.110 -2.608  -0.261
20 C -0.331 -2.403 -2.805  -0.031
21 C -0.274 -2.990 -4.052  -0.049
22 C 0.259 -2.322 -5.145  -0.256
23 C 0.306 -2.980 -6.491  -0.055
24 C 0.747 -1.026 -4.960  -0.237
25 C 1.332 -0.266 -6.112  -0.046
26 C 0.691 -0.439 -3.706  0.007
27 C 0.364 1.029 0.460  -0.096
28 H -0.191 3.832 2.715  0.088
29 H 0.529 3.930 4.337  0.097
30 H -1.131 3.299 4.130  0.102
31 H -0.066 2.537 6.086  0.103
32 H 0.357 0.931 7.866  0.103
33 H 1.255 -1.313 7.346  0.102
34 H 1.718 -1.921 4.991  0.123
35 H 0.875 -1.622 1.397  0.130
36 H 0.154 -2.058 2.971  0.134
37 H -2.840 0.874 1.373  0.123
38 H -1.883 2.340 1.032  0.126
39 H -2.511 0.083 -0.936  0.117
40 H -3.161 1.720 -0.989  0.114
41 H -1.235 1.383 -2.583  0.110
42 H -0.919 2.652 -1.392  0.117
43 H 1.073 1.256 -1.555  0.140
44 H -0.445 -1.090 -0.692  0.118
45 H -0.753 -2.944 -1.969  0.108
46 H -0.658 -3.993 -4.179  0.108
47 H -0.120 -3.979 -6.444  0.073
48 H -0.253 -2.401 -7.226  0.079
49 H 1.334 -3.060 -6.846  0.080
50 H 1.660 0.722 -5.799  0.074
51 H 0.597 -0.151 -6.909  0.082
52 H 2.187 -0.799 -6.527  0.083
53 H 1.079 0.562 -3.589  0.105
54 H 1.248 0.508 0.817  0.124
55 H 0.492 2.094 0.677  0.130

The structure with the least stability is entry 2.

Entry 1
Here is 2 unconnected molecules or ions with the total composition CH2N5 from OMol25. Energies are from ωB97M-V with the def2-TZVPD basis set.

* charge: +1

Each line ends with the Löwdin charge.
Element x y z (Å)
1 C 2.075 -0.294 -0.104  -0.187
2 N 3.168 -0.581 0.088  0.248
3 N -0.228 -0.655 0.000  0.112
4 N -1.741 0.878 0.087  0.149
5 N 0.739 -0.027 0.004  -0.002
6 N -1.175 1.841 0.073  0.313
7 H -0.129 -1.700 -0.064  0.161
8 H -2.709 0.539 -0.083  0.207

Entry 2
Here is a gas-phase ion, CH2N5 (charge +1) from OMol25. Energies are from ωB97M-V with the def2-TZVPD basis set.

* SMILES string: [H]/N=[N+](C#N)\N=N\[H]
* charge: +1

Each line ends with the Löwdin charge.
Element x y z (Å)
1 H -0.650 -2.381 0.068  0.129
2 N 0.148 -1.780 0.073  0.333
3 N 0.146 -0.501 -0.016  -0.108
4 C 1.436 0.156 -0.099  -0.121
5 N 2.411 0.649 0.073  0.295
6 N -0.723 0.426 -0.282  0.051
7 N -1.110 1.371 0.321  0.294
8 H -1.657 2.060 -0.138  0.127

The structure with the least stability is entry 2.

Entry 1
Here is 2 unconnected molecules or ions with the total composition C2H7N2OP from OMol25. Energies are from ωB97M-V with the def2-TZVPD basis set.

* SMILES string: CP(N)O.C#N

Each line ends with the Löwdin charge.
Element x y z (Å)
1 C 1.197 -1.007 0.098  -0.299
2 P -0.315 -0.060 0.013  0.741
3 N 0.001 1.405 -0.809  -0.171
4 O -0.238 0.573 1.574  -0.320
5 H 1.332 -1.613 -0.798  0.034
6 H 2.209 -0.571 0.152  0.051
7 H 1.092 -1.482 1.070  0.032
8 H -0.893 1.751 -1.133  0.009
9 H 0.612 2.072 -0.423  0.019
10 H -1.050 1.031 1.771  0.023
11 C -3.414 -0.096 -0.683  -0.165
12 N -3.972 0.864 -0.498  0.051
13 H -2.750 -0.932 -0.784  -0.005

Entry 2
Here is 2 unconnected molecules or ions with the total composition C2H7N2OP from OMol25. Energies are from ωB97M-V with the def2-TZVPD basis set.

Each line ends with the Löwdin charge.
Element x y z (Å)
1 C -2.859 -0.408 -0.395  -0.243
2 C 1.183 0.918 -0.790  -0.190
3 N -2.151 0.401 0.204  -0.009
4 N 1.163 -0.377 1.505  -0.084
5 O 0.237 -1.917 -0.513  -0.362
6 P 0.362 -0.564 -0.030  0.698
7 H -3.851 -0.069 -0.558  0.044
8 H -2.441 -1.223 -0.926  0.029
9 H 1.297 1.610 -0.056  -0.009
10 H 2.155 0.689 -1.234  0.052
11 H 0.675 1.242 -1.717  0.057
12 H 1.040 0.538 1.734  -0.022
13 H 1.217 -0.930 2.319  0.039

The structure with the least stability is entry 2.

Entry 1
Here is 2 unconnected molecules or ions with the total composition C6H8S from OMol25. Energies are from ωB97M-V with the def2-TZVPD basis set.

Each line ends with the Löwdin charge.
Element x y z (Å)
1 C 0.973 -1.339 -0.748  -0.063
2 C 1.317 -0.411 0.166  -0.046
3 C -0.397 -1.064 -1.248  -0.231
4 C -0.769 0.189 -0.524  -0.206
5 C 0.250 0.544 0.318  -0.287
6 C 0.279 1.664 1.291  -0.040
7 S -3.158 -0.818 0.557  0.146
8 H 1.568 -2.166 -1.086  0.102
9 H 2.247 -0.345 0.704  0.108
10 H -0.434 -0.973 -2.336  0.129
11 H -1.077 -1.876 -0.980  0.082
12 H -1.631 0.775 -0.777  0.057
13 H -0.283 2.520 0.929  0.082
14 H 1.299 1.972 1.515  0.078
15 H -0.183 1.328 2.221  0.089

Entry 2
Here is 2 unconnected molecules or ions with the total composition C6H8S from OMol25. Energies are from ωB97M-V with the def2-TZVPD basis set.

Each line ends with the Löwdin charge.
Element x y z (Å)
1 C -0.846 -2.584 -0.605  -0.114
2 C 1.489 1.827 -0.256  0.025
3 C 0.086 -1.725 -0.409  0.007
4 C 0.470 1.226 -0.834  -0.223
5 C -1.283 0.909 1.140  -0.424
6 C -0.630 0.585 -0.132  -0.656
7 S -2.297 0.746 -0.280  0.890
8 H -0.658 -3.714 -0.568  0.083
9 H -1.835 -2.440 -0.887  0.013
10 H 2.187 2.214 -0.938  0.039
11 H 1.688 2.115 0.730  0.049
12 H 1.049 -1.718 0.132  0.058
13 H 0.485 0.870 -1.845  0.100
14 H -1.425 0.093 1.868  0.083
15 H -1.188 1.911 1.517  0.070

The structure with the least stability is entry 2.